1.
DFT (wB97M-V/def2-TZVPD) results for C3H3I in the gas phase at a distorted geometry.

Structure (XYZ):
```
7
C3H3I (wB97M-V/def2-TZVPD)
C -0.4141 0.4865 -0.0758
C -1.3698 1.5098 -0.4558
C 0.7927 -0.2190 0.2003
I -2.5076 -0.3992 -0.2969
H 0.9110 -0.9458 -0.6637
H 0.8617 -0.9148 1.0888
H 1.7261 0.4824 0.2031
```

Total energy ... -413.6340 hartree
ΔE to the lowest compared entry with this formula, charge and spin ... 217.5 kJ/mol
HOMO-LUMO gap ... 8.64 eV
M ... 165.961 g mol⁻¹
LUMO level ... -0.0011 Ha

***

2.
DFT (wB97M-V/def2-TZVPD) results for C2H4FN3 in the gas phase at a distorted geometry.

Structure (XYZ):
```
10
C2H4FN3 (wB97M-V/def2-TZVPD)
C 0.3884 -0.0930 0.1830
C -1.7330 -0.0287 0.4483
N -1.9045 -0.4526 -0.9581
N -0.9684 -0.7308 -1.6870
N 0.2533 -0.5905 -1.0598
F -2.1005 -0.8524 1.3238
H 0.8010 0.8546 0.2634
H 0.4947 -0.7979 1.1567
H -2.0692 0.9944 0.6381
H 0.9914 -0.4879 -1.6923
```

Total energy ... -342.5874 hartree
ΔE to the lowest compared entry with this formula, charge and spin ... 355.7 kJ/mol
HOMO-LUMO gap ... 9.85 eV
M ... 89.073 g mol⁻¹
LUMO level ... 0.0382 Ha

***

3.
DFT (wB97M-V/def2-TZVPD) results for C5H9N3 in the gas phase at a distorted geometry.

Structure (XYZ):
```
17
C5H9N3 (wB97M-V/def2-TZVPD)
C 2.0922 -1.5377 0.3715
C 1.3889 -0.8399 1.2770
C -0.0748 -0.4632 1.2071
C -0.3548 0.9910 0.4512
N -1.1435 0.4772 -0.6571
C -1.3078 1.1917 -1.8966
N -1.4367 -0.7846 -0.5979
N -0.8955 -1.3848 0.3652
H 3.0899 -1.9464 0.5080
H 1.6823 -1.9733 -0.4536
H 1.8130 -0.4430 2.1733
H -0.4558 -0.4418 2.2593
H -0.8505 1.5829 1.2232
H 0.5643 1.5610 0.1887
H -2.0090 0.4201 -2.4934
H -1.8467 2.1400 -1.5737
H -0.2555 1.4509 -2.3523
```

Total energy ... -360.0614 hartree
ΔE to the lowest compared entry with this formula, charge and spin ... 356.6 kJ/mol
HOMO-LUMO gap ... 9.56 eV
M ... 111.148 g mol⁻¹
Structure (SMILES) ... C=C[C@H]1CN(C)N=N1
LUMO level ... 0.0338 Ha

***

4.
DFT (wB97M-V/def2-TZVPD) results for 2 unconnected molecules or ions with the total composition C30H32ClN4O at a distorted geometry.

Structure (XYZ):
```
68
C30H32ClN4O (wB97M-V/def2-TZVPD)
Cl 5.3293 0.5659 -4.1943
C 3.5901 0.5607 -4.1920
C 2.9021 -0.6404 -4.1734
C 1.5255 -0.6454 -4.1342
C 0.8101 0.5526 -4.1056
N -0.5872 0.5477 -4.0602
C 1.5186 1.7547 -4.1246
C 2.8951 1.7577 -4.1664
H 3.4618 -1.5605 -4.1935
H 0.9838 -1.5739 -4.1269
H -1.1046 1.3864 -4.2818
H -1.0998 -0.2706 -4.3573
H 0.9715 2.6801 -4.1124
H 3.4494 2.6810 -4.1849
C 1.6756 2.1259 3.1613
N 1.1529 1.1666 2.2032
C 1.7292 -0.0744 2.0368
O 2.7008 -0.5076 2.6174
C 0.9026 -0.8047 0.9875
C 0.2696 -2.0783 1.5565
C 1.2670 -3.1000 2.0067
C 2.2136 -3.7017 1.2126
N 2.9822 -4.5547 1.9678
C 2.5421 -4.5015 3.2779
C 2.9939 -5.1520 4.4321
C 2.3485 -4.9084 5.6128
C 1.2587 -4.0243 5.6756
C 0.8078 -3.3716 4.5605
C 1.4558 -3.6050 3.3324
N -0.1328 0.1646 0.5115
C -1.0392 -0.0690 -0.4826
C -1.9804 0.8631 -0.8615
C -2.9652 0.7141 -1.8173
C -3.8898 1.7409 -2.1677
C -4.8407 1.5142 -3.1826
C -5.7365 2.4922 -3.5487
C -5.7202 3.7251 -2.9185
C -4.7995 3.9764 -1.9153
C -3.8980 3.0064 -1.5419
C 0.0101 1.4457 1.2897
C -1.2321 1.7132 2.1345
C 0.4129 2.5968 0.3696
H 2.5002 1.6814 3.7166
H 2.0333 3.0150 2.6447
H 0.8937 2.4162 3.8611
H 1.5531 -1.0500 0.1371
H -0.3722 -1.8004 2.3985
H -0.3914 -2.5230 0.8048
H 2.3451 -3.5248 0.1566
H 3.8026 -5.0821 1.6583
H 3.8347 -5.8199 4.3707
H 2.6824 -5.4020 6.5098
H 0.7751 -3.8543 6.6231
H -0.0227 -2.6897 4.6105
H -1.0080 -1.0191 -0.9806
H -1.9471 1.8072 -0.3625
H -3.0481 -0.2249 -2.3328
H -4.8551 0.5571 -3.6755
H -6.4532 2.3006 -4.3317
H -6.4245 4.4885 -3.2080
H -4.7913 4.9383 -1.4268
H -3.1944 3.2228 -0.7582
H -1.3858 0.8816 2.8205
H -1.1211 2.6216 2.7240
H -2.1338 1.8121 1.5378
H 1.3550 2.3504 -0.1184
H -0.3158 2.7896 -0.4119
H 0.5548 3.5197 0.9298
```

Total energy ... -1916.6316 hartree
HOMO-LUMO gap ... 4.98 eV
M ... 500.066 g mol⁻¹
Net charge ... +1
LUMO level ... -0.1782 Ha

***

5.
DFT (wB97M-V/def2-TZVPD) results for C9H6 in the gas phase at a distorted geometry.

Structure (XYZ):
```
15
C9H6 (wB97M-V/def2-TZVPD)
C 1.3096 1.3863 -0.0713
C 0.1043 1.4870 -0.0176
C -1.3064 1.4311 -0.0896
C -1.9945 0.2956 -0.0404
C -1.6148 -1.1336 -0.0248
C -0.1866 -1.3793 -0.1044
C 1.0562 -1.2376 -0.1258
C 2.3600 -0.7429 -0.0199
C 2.5089 0.6396 -0.0583
H -1.8087 2.3861 -0.0950
H -3.0950 0.5394 0.1554
H -2.0028 -1.5377 0.9640
H -2.0240 -1.7861 -0.8016
H 3.2322 -1.4308 0.2292
H 3.4617 1.0829 0.1001
```

Total energy ... -346.3603 hartree
ΔE to the lowest compared entry with this formula, charge and spin ... 0.0 kJ/mol
HOMO-LUMO gap ... 8.35 eV
M ... 114.147 g mol⁻¹
Structure (SMILES) ... C1#C/C=C\CC#C/C=C\1
LUMO level ... 0.0046 Ha

***

6.
DFT (wB97M-V/def2-TZVPD) results for a gas-phase ion, C6H14N3 (charge +1) at a distorted geometry.

Structure (XYZ):
```
23
C6H14N3 (wB97M-V/def2-TZVPD)
N -0.5490 2.0763 -0.8076
C 0.0501 0.9537 -0.2045
C 1.4605 1.0793 0.3425
N 1.6386 -0.3408 0.7268
C 1.4658 -1.0734 -0.4665
C 0.0458 -0.7126 -0.9115
C -1.0059 -1.5225 -0.1480
C -1.7758 -0.4545 0.6735
N -0.8989 0.6349 1.0892
H 0.1006 2.9046 -0.8547
H -1.3661 1.9832 -1.4686
H 2.0196 1.3824 -0.5391
H 1.5215 1.6715 1.2914
H 2.5042 -0.5490 1.2864
H 1.3310 -2.1541 -0.1631
H 2.2559 -0.9317 -1.2618
H -0.1592 -0.5764 -2.0297
H -0.7485 -2.3132 0.6211
H -1.6562 -2.1290 -0.8391
H -2.6864 0.1606 0.0951
H -2.2598 -0.9005 1.5462
H -1.4246 1.4958 1.2974
H -0.1605 0.2951 1.7895
```

Total energy ... -400.9942 hartree
ΔE to the lowest compared entry with this formula, charge and spin ... 147.3 kJ/mol
HOMO-LUMO gap ... 10.92 eV
M ... 128.199 g mol⁻¹
Net charge ... +1
Structure (SMILES) ... N[C@]12CNC[C@H]1CC[NH2+]2
LUMO level ... -0.0971 Ha